Entry 1:
11
Properties=species:S:1:pos:R:3 method="wB97M-V/def2-TZVPD" homo_energy_ha="-0.31553 / -0.30831" orbital_gap_ha="0.30640 / 0.28282" lumo_energy_ev="-0.2 / -0.7" fmax_ev_per_a=1.06 relative_energy_kj_mol=491.5 energy_ev=-7761.4323
H -1.79729 -0.70045 -1.53981
H 0.22092 -0.92758 -0.14491
H 0.16175 0.93663 0.15476
H -2.33582 -0.12401 0.03815
C 2.27021 0.02803 0.30323
N 1.96359 0.20013 -0.83967
O 1.75522 -0.37184 2.69602
C -1.63037 0.07279 -0.78427
C -0.24719 0.03140 -0.24772
H -1.88013 1.05364 -1.19797
C 1.51912 -0.19873 1.56220

Entry 2:
35
Properties=species:S:1:pos:R:3 method="wB97M-V/def2-TZVPD" homo_energy_ha=-0.10652 orbital_gap_ha=0.08515 lumo_energy_ev=-0.6 fmax_ev_per_a=6.42 relative_energy_kj_mol=0.0 energy_ev=-56484.5645 total_charge=-1
C 7.30428 -0.50740 -1.57867
S 0.46762 -1.61987 4.92176
C -0.18632 -0.28048 4.16274
H -3.74831 -2.53332 2.37990
O 8.51012 0.51733 -0.05988
H -3.46699 1.41535 1.45336
H -1.49692 1.72901 3.07428
O -3.70801 -0.55926 1.88406
H -3.10383 -1.29003 4.44234
C -2.34138 -1.48881 3.68283
N 7.20149 0.62650 0.23457
H 4.30917 0.31901 -0.17052
C -3.01305 -1.71886 2.32599
N 8.54249 -0.19581 -1.17238
C 4.51775 -0.87546 -1.93295
C -2.85040 0.57105 1.78965
C 5.46067 -1.42839 -2.87070
H -2.27577 -1.96236 1.54933
N 7.33139 -1.88945 -3.79666
C 6.82040 -1.23138 -2.70910
H -2.11238 0.34774 1.00808
S 0.73631 1.11225 4.10255
O 8.56721 -1.93462 -4.05839
H -1.77281 -2.36217 4.01955
N 3.08993 -1.07553 -2.08022
C -2.17662 0.87298 3.12998
N -1.45298 -0.31441 3.62277
C 4.98814 -0.16180 -0.86051
H -2.93956 1.12660 3.87240
O 6.75819 1.24086 1.23796
O 2.67722 -2.18670 -2.42459
O 2.32204 -0.13055 -1.84637
O 6.38473 -2.46999 -4.55471
C 6.37436 -0.00308 -0.68062
N 5.24220 -2.15727 -3.97961

Entry 3:
48
Properties=species:S:1:pos:R:3 method="wB97M-V/def2-TZVPD" homo_energy_ha=-0.30371 orbital_gap_ha=0.33090 lumo_energy_ev=0.7 fmax_ev_per_a=6.57 relative_energy_kj_mol=365.3 energy_ev=-29231.3488
C -4.05029 -1.85002 -0.66902
C 2.52269 -0.46133 -2.29951
C -3.70571 -0.60238 -0.08206
H 2.85554 3.39537 1.53290
H 4.01929 -1.95612 -3.25966
C -2.48892 -0.41587 0.73774
H 0.33337 3.43494 1.88741
C -5.19453 -1.95610 -1.53240
C 2.39369 0.03743 1.75139
H -5.36138 -2.96838 -1.79291
C 0.30131 1.27778 1.57374
H -2.98759 -1.18863 2.64965
H 0.95263 -2.25716 1.55181
H -2.49555 -2.44953 1.45606
C -5.93541 -0.84732 -1.89783
C 3.17390 -1.77317 -2.61170
H -4.25040 1.48204 -0.14334
N -0.62206 -1.26207 3.72695
C -4.41658 0.52820 -0.54330
H 1.11304 0.57134 -1.12824
H -1.62088 -0.37758 -1.22724
H -6.81615 -0.90832 -2.48462
C 0.98320 2.53006 1.70117
C 0.25763 -1.37430 1.44005
C -5.48233 0.40114 -1.49609
H 2.97197 -0.87660 1.66775
C 1.42099 -2.76126 -1.16048
H -5.95145 1.20673 -2.09081
H -0.74343 1.36569 1.71524
C 0.88439 -1.48283 -0.93096
H -0.85636 -2.36344 -0.04679
H -3.46591 -2.61104 -0.46203
C -2.25727 -1.40740 1.85377
C 3.05671 1.26445 1.71889
O -1.64886 -1.57029 4.62331
C 2.57272 -2.87073 -1.99554
H 4.19721 1.22484 1.64688
C 2.38183 2.42178 1.69196
C -0.84414 -1.40866 2.42898
C 1.47752 -0.38424 -1.43989
C 0.95247 -0.01996 1.55174
N -1.35964 -0.45407 -0.23507
H 2.87299 0.41982 -2.78160
H 1.06833 -3.57138 -0.60885
H -2.58382 0.51030 1.23566
H -1.24074 -1.89105 5.46859
C -0.27058 -1.43311 0.04485
H 3.00708 -3.85300 -2.26418

Entry 4:
18
Properties=species:S:1:pos:R:3 method="wB97M-V/def2-TZVPD" homo_energy_ha=-0.10051 orbital_gap_ha=0.23522 lumo_energy_ev=3.7 fmax_ev_per_a=5.97 relative_energy_kj_mol=260.1 energy_ev=-20730.2420 total_charge=-1
N 0.62450 1.09601 1.11168
C 0.48556 1.69506 -0.20309
H 2.20291 -0.41703 1.06379
H -1.82493 0.02994 -1.98696
H 0.71582 -0.78774 0.39123
S -0.04511 -1.67605 -1.88906
H 0.17256 1.59882 -2.21703
H 1.09126 1.53228 1.85029
C 0.18425 0.79343 -1.53593
H -1.61498 -1.16362 1.38141
O -1.95208 -2.11119 1.52785
H -1.62817 -2.53981 0.73009
C 1.19951 -0.27811 1.14534
O 0.64718 2.86768 -0.21387
H 1.23232 0.40602 -1.63793
H -1.30689 -0.24680 -0.30238
H 0.76368 -0.55760 2.16865
C -0.94739 -0.24129 -1.38410

Entry 5:
16
Properties=species:S:1:pos:R:3 method="wB97M-V/def2-TZVPD" homo_energy_ha=-0.35154 orbital_gap_ha=0.38472 lumo_energy_ev=0.9 fmax_ev_per_a=4.37 relative_energy_kj_mol=221.2 energy_ev=-9877.7683 smiles="C[C@@H](O)CNC=O"
C -0.23936 -0.38112 -0.60384
H 1.34231 -0.95838 0.77247
C -0.51064 1.71340 1.52085
H 0.15875 0.08736 2.52604
C 0.33194 -1.07327 -1.83978
H -0.71584 2.27356 2.41341
H 0.99297 -0.29077 -2.30185
H -0.86784 0.38918 -0.98989
H -0.19855 -1.24813 -2.70519
H 1.58253 0.83357 0.14037
N 0.23390 0.63413 1.73713
H 1.05300 -1.90279 -1.61840
H -2.08689 -1.01745 -0.08565
O -1.18630 -1.12978 0.19486
O -0.80728 2.02494 0.36635
C 0.91730 0.04554 0.47312

Entry 6:
13
Properties=species:S:1:pos:R:3 method="wB97M-V/def2-TZVPD" homo_energy_ha=-0.46435 orbital_gap_ha=0.26527 lumo_energy_ev=-5.4 fmax_ev_per_a=2.86 relative_energy_kj_mol=0.0 energy_ev=-99186.9166 total_charge=+1
I -3.02862 -1.89716 2.52894
H -0.35777 -0.80443 -1.96037
C -0.28122 0.14463 -1.42902
H -3.58714 -3.39550 2.70113
C 1.64274 -0.61925 -0.30650
P 0.80681 2.02050 0.50443
H 1.21359 -1.56391 0.13705
I -1.17133 2.53042 1.80892
H 2.16289 -0.95003 -1.20109
H 2.39553 -0.23925 0.46523
H -1.04747 0.91001 -1.60376
N 0.59175 0.40772 -0.51288
Br 0.66024 3.45626 -1.13207